{
  "formula": "C18H30O2",
  "method": "ωB97M-V with the def2-TZVPD basis set",
  "homo_lumo_gap_ev": 9.76,
  "smiles": "CCCCC/C=C\\C/C=C\\C/C=C\\CCCCC(=O)O",
  "total_energy_ev": -23247.127,
  "total_charge": 0,
  "largest_force_ev_per_a": 0.68,
  "e_above_lowest_kcal_mol": 4.4,
  "symbols": ["C", "C", "C", "C", "C", "C", "C", "C", "C", "C", "C", "C", "C", "C", "C", "C", "C", "C", "O", "O", "H", "H", "H", "H", "H", "H", "H", "H", "H", "H", "H", "H", "H", "H", "H", "H", "H", "H", "H", "H", "H", "H", "H", "H", "H", "H", "H", "H", "H", "H"],
  "positions_angstrom": [[5.33594, 2.15330, -0.07392], [4.96085, 0.72480, -0.44922], [3.76114, 0.22500, 0.35176], [3.35819, -1.19564, -0.03419], [2.11900, -1.66032, 0.73624], [1.73337, -3.05587, 0.35934], [0.58024, -3.43633, -0.16988], [-0.58347, -2.53705, -0.47088], [-1.40576, -2.26586, 0.75762], [-2.67677, -1.89072, 0.76035], [-3.51337, -1.67574, -0.47421], [-2.97179, -0.57213, -1.34658], [-3.04163, 0.72303, -1.07882], [-3.69404, 1.36036, 0.10929], [-2.92329, 2.57763, 0.63238], [-1.76201, 2.22667, 1.56346], [-0.73178, 1.28634, 0.94258], [-0.07286, 1.85558, -0.28371], [0.02909, 3.01644, -0.57353], [0.44624, 0.88308, -1.05319], [6.18773, 2.49305, -0.65860], [4.50211, 2.82780, -0.25737], [5.59739, 2.21418, 0.98035], [5.81388, 0.06583, -0.27129], [4.72702, 0.67910, -1.51569], [4.00203, 0.25630, 1.41736], [2.91495, 0.89631, 0.18722], [4.18997, -1.87659, 0.16171], [3.14342, -1.23495, -1.10473], [2.33949, -1.63222, 1.80818], [1.30016, -0.96986, 0.54182], [2.50014, -3.79946, 0.54018], [0.42253, -4.48569, -0.38312], [-0.22516, -1.58293, -0.86840], [-1.21317, -2.99392, -1.23725], [-0.88292, -2.38556, 1.69730], [-3.16862, -1.71341, 1.70761], [-4.53758, -1.44106, -0.17870], [-3.53737, -2.60110, -1.05608], [-2.48052, -0.88962, -2.25589], [-2.62650, 1.42628, -1.79045], [-3.82748, 0.63634, 0.91299], [-4.68881, 1.69720, -0.20385], [-3.60969, 3.22017, 1.18880], [-2.54336, 3.15772, -0.21001], [-2.15246, 1.75322, 2.46706], [-1.26457, 3.15421, 1.85368], [-1.17848, 0.32657, 0.68294], [0.06662, 1.09315, 1.66584], [0.89333, 1.26259, -1.82627]],
  "forces_ev_per_angstrom": [[0.0, -0.2, -0.1], [-0.2, 0.2, 0.3], [0.3, -0.3, -0.3], [-0.2, 0.3, 0.3], [0.1, -0.1, -0.2], [0.1, 0.1, 0.1], [-0.1, -0.2, -0.2], [0.1, 0.1, 0.1], [-0.1, 0.0, 0.0], [-0.1, -0.1, 0.1], [0.0, 0.1, 0.0], [0.0, -0.1, -0.2], [-0.1, 0.0, 0.0], [0.0, 0.2, -0.1], [0.0, -0.1, 0.2], [0.1, 0.1, -0.3], [-0.1, 0.1, 0.1], [0.0, 0.1, 0.0], [0.0, 0.2, 0.0], [0.2, -0.6, -0.3], [0.1, 0.1, 0.0], [-0.1, 0.1, 0.0], [0.0, 0.1, 0.1], [0.0, -0.1, -0.1], [0.0, -0.1, 0.0], [0.0, 0.0, 0.1], [-0.1, 0.1, 0.1], [0.0, -0.1, -0.1], [0.0, -0.1, -0.1], [0.0, 0.1, 0.0], [0.0, 0.1, 0.1], [0.0, -0.2, 0.0], [0.1, -0.1, 0.0], [0.0, 0.0, -0.1], [0.0, 0.1, -0.1], [0.0, 0.0, 0.2], [0.0, 0.0, 0.2], [0.0, -0.1, 0.0], [-0.1, 0.0, 0.0], [0.1, 0.1, -0.1], [0.1, 0.0, -0.2], [-0.1, -0.1, 0.1], [0.0, -0.1, 0.1], [0.0, 0.0, -0.1], [-0.1, 0.1, 0.0], [0.0, 0.0, 0.0], [0.0, 0.0, 0.1], [0.1, 0.0, 0.1], [0.0, -0.1, 0.0], [-0.1, 0.2, 0.2]]
}